Entry 1:
DFT (ωB97M-V/def2-TZVPD) results for C47H41CoN4O4P2S3 as an isolated structure in a non-equilibrium geometry.

Geometry (Å):
S  -1.559669  1.088349  -2.456016
H  5.975575  5.974270  -0.725696
H  1.208502  -10.206608  1.230898
C  1.498104  3.960605  -6.250972
C  0.317375  4.148649  -5.549452
C  -0.118757  -2.945563  -0.449225
C  0.358996  -6.611845  2.300637
H  0.078764  -7.413664  4.280055
C  2.364223  2.937927  -5.892899
C  4.585575  0.404699  -0.750994
C  0.983816  -8.204733  0.536776
H  3.653160  -2.711436  1.315984
C  -4.962368  0.862183  3.950687
H  -3.449987  2.827082  7.131507
C  -4.936436  2.488897  0.094663
C  -2.509604  2.506437  0.632194
C  0.962820  1.581717  -1.215020
C  0.669038  -6.919403  0.949799
C  4.109895  3.600577  0.778820
H  3.646546  -2.564569  -3.171068
H  -4.642703  2.427256  -0.959585
H  4.561081  5.323805  -2.639859
C  0.659970  -2.422575  -4.761179
C  0.969399  -9.189319  1.504673
P  2.234151  1.781778  -0.077905
H  -0.936999  3.421024  -3.957520
C  -5.936233  3.248696  4.965947
C  -4.525896  1.323155  5.178688
C  -0.363145  -1.110617  1.538994
C  5.052689  4.599860  0.630458
H  -4.708028  4.074281  7.144140
C  -3.828315  3.207935  0.891236
H  -3.761447  4.247041  0.573516
C  -0.409658  -1.624343  -0.687637
H  -6.328089  4.169687  5.369830
H  -0.757868  -0.825992  -4.572530
H  -0.590842  -1.296608  -1.701413
N  0.120230  -5.274012  2.419153
C  0.644916  -8.906332  2.835479
H  -4.057645  3.154120  1.958261
C  5.419277  -0.697754  -0.747864
P  0.409390  1.145724  -2.784902
C  0.847635  2.267303  -4.158985
H  -4.393725  0.614495  0.763564
C  4.435750  4.838197  -1.683031
H  -3.813368  0.745994  5.748755
N  0.583869  -5.729126  0.284579
H  3.286912  2.792436  -6.435268
H  0.013587  -2.713616  2.909312
H  5.658154  4.898028  1.474384
C  -6.375035  2.794564  3.733625
H  -0.071600  -3.621655  -1.289720
C  3.342173  3.212348  -0.313419
C  3.426031  0.395808  0.021298
C  1.014572  -0.465762  -3.420222
H  2.877908  3.530911  -2.380977
O  -2.349768  1.328871  1.037238
C  2.688653  -2.181407  -3.494327
H  1.743544  4.603893  -7.083741
C  1.898367  -2.908930  -4.368103
O  -6.682658  -0.424610  1.807340
H  0.036602  -3.000012  -5.427757
C  3.922821  -1.836846  0.743115
H  2.213298  -0.713568  1.394384
H  1.230735  -8.426428  -0.492439
N  -5.222562  1.161791  0.568448
C  0.334664  -7.629564  3.254179
C  0.214007  -1.201756  -4.288366
H  5.732175  -2.689892  -0.026130
H  2.713975  1.285768  -4.579103
H  -0.479974  -0.356749  2.304901
H  0.638427  -9.717560  3.549459
C  -0.087283  -2.413581  1.878650
H  3.954539  3.105503  1.729442
H  -4.610385  -0.071403  3.543173
H  2.240939  -3.866577  -4.731998
H  0.753674  -5.584370  -0.694887
H  6.330360  -0.674716  -1.325165
O  -7.540987  1.816957  1.211280
C  5.083818  -1.825903  -0.013926
S  1.187928  1.943175  1.620292
C  -4.517498  3.010602  7.028118
C  2.247487  -0.959027  -3.020998
C  -5.003130  2.522965  5.697988
C  3.100283  -0.725340  0.773938
H  -0.354585  4.948969  -5.822470
C  5.223009  5.208788  -0.604854
C  3.490693  3.836849  -1.542613
N  -0.527637  -0.696112  0.269900
S  -6.460712  0.983039  1.658563
H  -7.103088  3.337602  3.151796
H  4.830388  1.272672  -1.349653
C  0.035578  -3.387213  0.874308
C  0.247297  -4.769149  1.214528
H  2.859060  -0.392796  -2.335464
H  -5.875684  3.042316  0.167530
C  -0.010683  3.304666  -4.502693
H  -5.026914  2.484191  7.835486
Co  -0.595845  1.337845  -0.093857
O  -1.601399  3.077264  -0.017416
C  -5.879092  1.607719  3.235169
C  2.044899  2.091757  -4.847820

Force components x, y, z for each atom (eV/Å):
S -0.29 -0.07 -0.56
H 0.02 0.09 -0.01
H 0.01 -0.05 -0.04
C 0.01 0.01 0.00
C 0.01 0.08 -0.06
C 0.03 -0.49 0.75
C 0.27 -0.51 -0.80
H 0.00 0.03 0.08
C 0.10 0.05 -0.08
C -0.11 0.10 0.14
C 0.05 -0.14 -0.09
H 0.01 -0.10 0.09
C 0.12 -0.10 0.08
H 0.06 0.04 0.07
C 0.12 0.75 -0.05
C -0.76 1.53 0.24
C 1.34 -0.61 -0.83
C -0.09 -0.18 0.73
C -0.03 -0.05 -0.04
H 0.06 -0.03 0.00
H -0.11 0.07 0.09
H 0.02 0.05 -0.06
C -0.02 -0.02 -0.02
C 0.02 0.02 -0.20
P 0.02 0.48 0.38
H -0.06 0.04 0.02
C 0.09 -0.11 0.02
C -0.07 0.00 -0.14
C -0.27 0.24 -0.24
C 0.04 -0.01 0.07
H 0.03 0.07 0.06
C 0.06 -0.29 -0.18
H 0.06 -0.02 0.03
C -0.14 0.43 -0.10
H -0.03 0.14 0.02
H -0.12 0.06 -0.01
H -0.01 0.09 0.10
N -0.19 0.85 -0.08
C -0.06 0.01 0.22
H 0.04 0.08 -0.05
C 0.10 -0.06 -0.09
P -0.29 0.22 -0.22
C -0.04 -0.13 0.34
H 0.01 -0.21 0.20
C 0.11 0.12 -0.11
H 0.11 -0.07 0.04
N -0.08 0.40 -0.01
H 0.07 0.00 -0.06
H -0.01 0.04 0.11
H 0.04 0.04 0.03
C -0.11 0.09 -0.10
H 0.01 -0.03 -0.08
C -0.33 -0.43 0.02
C -0.41 0.17 -0.37
C 0.04 0.35 0.37
H -0.05 0.01 -0.07
O -0.10 -0.91 0.28
C 0.13 -0.13 -0.02
H 0.01 0.07 -0.03
C 0.03 -0.13 0.05
O 0.36 -0.01 0.13
H -0.04 -0.03 -0.08
C 0.01 -0.12 0.04
H -0.01 0.01 -0.05
H 0.00 -0.04 -0.03
N -0.84 -0.46 0.55
C 0.05 0.03 -0.08
C 0.04 0.12 0.05
H 0.05 -0.06 0.01
H 0.05 -0.06 -0.02
H 0.03 0.07 -0.02
H -0.01 -0.02 0.05
C 0.02 -0.71 -0.25
H 0.06 0.06 0.06
H 0.10 -0.17 0.01
H 0.03 -0.08 -0.05
H 0.00 0.04 0.03
H 0.12 -0.04 -0.08
O 0.27 0.22 0.17
C -0.01 0.02 0.00
S 0.15 0.13 0.34
C -0.04 -0.03 0.03
C -0.06 0.10 0.00
C -0.03 0.06 -0.08
C -0.05 0.11 0.00
H -0.05 0.05 -0.03
C 0.02 0.04 -0.03
C -0.11 -0.19 0.07
N 0.44 -1.22 0.29
S 0.24 -0.26 -0.34
H -0.10 0.11 -0.01
H 0.06 0.05 0.01
C -0.27 1.49 -0.44
C 0.24 -1.16 0.40
H 0.03 -0.01 0.05
H 0.20 0.10 -0.22
C 0.02 -0.12 0.08
H -0.01 -0.01 0.08
Co 0.24 -0.33 -0.03
O -0.24 0.59 0.01
C -0.35 -0.19 -0.54
C -0.12 0.00 0.08

Results
Highest occupied orbital energy (spin up / spin down)   -0.2752 / -0.3073 hartree
Total energy   -152267.873 eV
Expectation value of S²   6.02
Frontier orbital gap (spin up / spin down)   6.91 / 7.00 eV
Max |F|   1.7 eV/A
Spin multiplicity   5

---

Entry 2:
DFT (ωB97M-V/def2-TZVPD) results for C47H41FHoN4O5P as an isolated structure in a non-equilibrium geometry.

Geometry (Å):
C  4.466492  -0.544304  2.002344
H  -0.812811  3.854592  -2.218145
C  1.258575  -6.045476  -1.773558
H  3.679767  -0.077358  2.652769
C  -0.887732  3.519660  -1.181870
H  2.430690  -3.823515  0.406651
H  -5.279895  3.565175  4.224758
C  4.598178  -1.719256  -4.222898
C  2.304125  -4.763046  -0.106513
C  -0.333614  -1.817911  -3.441843
C  0.922556  -3.206714  -5.476533
C  1.349816  -4.859134  -1.072805
H  -0.779164  -0.307576  -4.793159
C  4.956692  -1.756871  -1.479793
H  -3.129103  3.915457  -2.408557
C  5.684310  -0.810173  2.546724
H  -0.001807  1.529657  2.996509
N  3.738376  -1.467061  -1.962827
C  -4.382793  3.533324  4.887705
C  0.023646  2.005432  0.404717
H  6.986660  -2.632998  -1.899987
H  3.830525  -5.756163  1.048518
C  -1.406151  -3.726467  -0.996655
H  2.048481  -7.964907  -2.107564
N  -5.367942  5.415236  6.105441
C  3.577816  -1.414275  -3.337434
H  -2.950059  5.257077  1.739956
O  0.827434  -2.189005  -0.745218
C  -3.292908  4.886851  -1.963972
H  -4.072461  -5.530639  -2.024308
C  -2.387805  3.937309  3.366285
C  0.397872  -1.953985  -5.711286
H  -5.725377  5.810223  7.012504
C  -4.018314  -4.277384  -0.381265
H  -1.530814  -5.128683  -2.618346
C  -1.942400  -3.224289  0.186579
C  -2.121462  -4.622063  -1.805833
C  -4.041679  4.820685  -0.656713
C  -3.445398  -4.872634  -1.501212
H  2.669258  -1.033822  -3.805056
C  3.169025  -5.809353  0.193136
C  -1.528136  3.834462  1.091624
H  -3.570341  6.639585  6.101347
C  5.717126  -2.293999  -3.673055
H  -6.246726  5.361561  5.568521
H  -0.822771  -1.218930  -2.693411
C  -2.586536  5.188233  -0.715710
H  6.997770  -2.684117  0.113500
H  -4.425152  5.866259  3.178706
C  4.128185  -0.851185  0.689948
O  1.238720  0.851768  -2.295617
H  -5.057864  -4.512811  -0.073262
H  3.685147  -7.794372  -0.300306
C  -0.160932  2.420024  -0.935589
H  -2.990617  6.446522  3.927689
H  5.936337  -0.417072  3.552367
C  0.214169  -3.074759  -3.204777
H  -3.375331  5.727217  -2.666745
Ho  2.083895  -0.441327  -0.550579
C  2.108585  -7.083298  -1.505276
P  0.318706  -3.446055  -1.421794
C  -4.755249  4.070713  6.272329
C  4.066834  1.796146  -1.241055
N  -3.358281  4.420185  4.314980
H  4.522774  -1.719970  -5.296319
C  -4.384825  6.432522  5.419865
C  -2.284985  4.476878  2.076228
O  0.730478  1.018668  0.780300
F  -1.474192  2.449099  4.950556
H  1.287638  -3.770345  -6.306724
H  -4.982204  7.283877  5.138068
C  -0.267998  -1.264326  -4.724589
H  -2.344591  6.280322  -0.569757
C  5.965339  -2.292164  -2.296661
C  5.136885  -1.558740  -0.000403
C  -3.224336  -3.496990  0.496466
O  -0.468969  1.967791  -3.246136
H  7.529196  -2.025535  2.287492
H  -4.684923  5.656564  -0.452630
C  -1.403201  2.961685  3.672915
H  1.424156  -4.635082  -4.082411
C  -3.827122  5.783715  4.114925
H  -3.951485  2.496203  4.933650
H  0.393909  -1.566440  -6.719118
H  -1.286048  -2.652249  0.851568
C  -0.613889  2.372345  2.724192
H  -3.760309  -2.920717  1.287549
C  6.300966  -2.022055  0.571825
C  0.919478  -3.727149  -4.183019
H  -5.455859  3.388026  6.727510
C  6.617669  -1.628861  1.859898
O  4.957441  2.323199  -1.679516
H  -4.321867  3.845150  -0.250352
H  -3.803301  4.242694  6.855801
N  -1.608070  4.171467  -0.263808
C  3.096137  -6.931955  -0.556012
H  0.522839  -6.241472  -2.523879
C  -0.600891  2.805654  1.427436
H  6.462139  -2.729140  -4.360833
C  0.253872  1.706971  -2.279157

Force components x, y, z for each atom (eV/Å):
C -1.95 0.82 0.57
H -0.89 0.21 0.38
C -0.53 -0.65 -0.44
H 0.93 -0.16 -0.54
C -0.12 0.82 -0.32
H -0.05 0.13 0.32
H 0.26 -0.41 0.35
C -0.68 -0.78 0.80
C 1.06 0.86 1.05
C -0.18 0.13 -1.27
C -0.10 0.34 0.59
C -0.40 0.32 -0.57
H 0.43 -0.01 -0.67
C 0.30 -1.04 1.09
H 0.17 0.11 -0.22
C 2.16 -0.66 1.23
H 0.17 -0.11 0.15
N -0.34 0.81 -2.54
C 0.92 0.03 -0.72
C 1.12 -0.42 -0.21
H -1.96 0.59 -0.63
H 0.15 0.22 -0.20
C 0.49 -1.00 0.20
H -0.07 -0.49 -0.06
N -0.58 1.64 0.57
C 0.57 0.42 0.19
H -0.07 0.04 0.11
O 0.26 0.16 0.86
C -0.35 -0.06 -0.86
H -0.40 -0.85 -1.04
C 0.37 0.60 -0.42
C -0.70 0.12 -0.95
H 0.83 -0.45 -0.72
C 0.29 0.04 1.12
H -1.21 0.58 0.58
C 1.95 0.49 -0.24
C 1.23 0.11 -0.37
C 0.15 0.40 -0.16
C -0.06 0.51 1.13
H -0.31 -0.13 0.82
C -0.15 1.00 0.66
C 1.47 -0.32 -0.66
H -0.13 0.02 0.27
C 1.99 -0.59 0.37
H 0.50 -0.14 -0.26
H -0.14 -0.17 0.39
C 1.11 0.52 0.70
H 0.22 -0.29 -0.64
H -0.53 0.13 0.91
C 0.15 -0.47 -0.42
O -0.57 0.50 1.24
H 0.77 0.30 -0.52
H 0.44 -0.10 -0.08
C 1.07 -1.50 -0.66
H 0.50 -0.09 -0.26
H -0.21 -0.47 -0.66
C 0.95 0.40 1.81
H -0.41 -0.58 0.37
Ho -0.11 1.13 -0.33
C 0.30 0.30 -0.55
P -1.00 -0.12 -1.38
C 1.57 -0.25 -0.25
C 0.21 -0.04 -0.13
N 1.00 0.25 0.05
H -0.48 0.33 -0.10
C -1.08 -2.16 -1.18
C -0.89 -0.63 0.03
O 0.27 -0.44 -0.75
F 0.33 0.26 -0.96
H 0.53 -0.29 -0.23
H -0.01 0.48 0.29
C -0.35 0.14 1.76
H 0.11 -1.49 0.15
C 0.80 0.04 -0.48
C -0.81 0.11 -1.63
C -3.21 0.57 -0.03
O 0.89 -0.14 0.91
H -0.02 0.39 0.31
H -0.39 -0.02 0.26
C -1.68 -0.37 1.04
H 0.55 -1.37 0.72
C 0.27 0.12 0.02
H -0.69 1.01 0.15
H 0.13 0.10 -0.11
H -0.41 0.03 -0.27
C 0.41 -0.28 1.78
H 0.72 -0.94 -0.29
C 0.35 0.37 1.38
C -0.57 0.58 -1.70
H -0.16 0.06 0.52
C -1.02 0.44 0.20
O -0.35 -0.16 0.20
H 0.10 0.37 -0.31
H -1.20 -0.48 -0.36
N -0.88 1.66 0.50
C -0.15 -1.71 0.28
H -0.49 0.27 -0.38
C -2.12 0.87 -0.89
H -0.27 0.33 0.51
C -0.12 -0.75 -0.28

Results
Highest occupied orbital energy (spin up / spin down)   -0.4314 / -0.4314 hartree
Total energy   -103396.566 eV
Expectation value of S²   6.00
Net charge   +2
Frontier orbital gap (spin up / spin down)   6.98 / 6.98 eV
Max |F|   3.3 eV/A
Spin multiplicity   5